Entry 1:
{
  "formula": "C26H43FN6O11P",
  "method": "ωB97M-V/def2-TZVPD",
  "symbols": ["C", "C", "C", "C", "C", "N", "C", "C", "O", "O", "C", "N", "C", "C", "C", "C", "C", "P", "O", "O", "O", "N", "C", "C", "F", "C", "C", "C", "C", "N", "C", "N", "N", "H", "H", "H", "H", "H", "H", "H", "H", "H", "H", "H", "H", "H", "H", "H", "H", "H", "H", "H", "H", "H", "H", "H", "H", "H", "H", "H", "H", "H", "H", "H", "H", "H", "H", "H", "C", "C", "O", "C", "O", "O", "H", "H", "H", "H", "C", "C", "O", "C", "O", "O", "H", "H", "H", "H"],
  "xyz": [[1.6745, -2.2697, 3.8282], [1.0641, -1.3002, 3.4710], [0.2867, -0.1403, 3.0076], [1.0578, 0.6890, 1.9424], [0.8967, 0.0462, 0.5441], [0.1995, 0.8836, -0.4477], [-0.2015, 0.1869, -1.6871], [0.4495, -1.1694, -1.9030], [1.6253, -1.3611, -1.9786], [-0.4565, -2.1883, -2.0292], [0.7197, 2.1729, -0.6647], [2.0352, 2.5013, -1.1053], [2.5139, 1.7272, -2.2910], [1.9315, 2.2304, -3.6180], [2.7006, 1.6023, -4.8042], [2.8802, 0.1512, -4.6630], [3.1392, -1.0155, -4.5627], [3.1904, 2.7205, 0.0976], [2.6384, 3.5058, 1.2120], [3.8764, 1.3360, 0.5165], [4.3242, 3.5312, -0.7064], [-0.0859, 3.1666, -0.4961], [0.3402, 4.5620, -0.6957], [0.2007, 4.9973, -2.1751], [-0.5287, 4.0481, -2.8602], [-1.4896, 3.0134, -0.0809], [-1.6628, 3.2404, 1.4388], [-2.3218, 2.0466, 2.1610], [-3.8421, 2.1499, 2.2903], [-4.5450, 1.4718, 1.1820], [-4.3232, 0.0396, 1.2272], [-4.6966, -0.7455, 2.1444], [-3.6206, -0.4855, 0.1235], [2.0426, -3.1875, 4.2221], [-0.6596, -0.5033, 2.6013], [0.0427, 0.4768, 3.8738], [0.6629, 1.7013, 1.9887], [2.0934, 0.6751, 2.2601], [0.2563, -0.8255, 0.7020], [1.8561, -0.3440, 0.2014], [-1.2849, 0.0404, -1.6735], [0.0030, 0.7713, -2.5840], [-0.2261, -2.6420, -2.8522], [3.5902, 1.8977, -2.3609], [2.3825, 0.6491, -2.1951], [2.1016, 3.3046, -3.6621], [0.8801, 1.9705, -3.7331], [2.1644, 1.8415, -5.7226], [3.6717, 2.0950, -4.8843], [3.3822, -2.0458, -4.4540], [4.1188, 1.3822, 1.4517], [5.1961, 3.3076, -0.3584], [1.3232, 4.7435, -0.2749], [-0.3557, 5.1703, -0.1212], [-0.3776, 5.9207, -2.2137], [1.1575, 5.1970, -2.6514], [-1.9262, 2.0864, -0.4327], [-2.0224, 3.8158, -0.5893], [-0.7229, 3.5201, 1.9175], [-2.3136, 4.1066, 1.5765], [-2.0008, 1.1272, 1.6698], [-1.9127, 2.0158, 3.1730], [-4.1394, 3.1980, 2.3246], [-4.1362, 1.7126, 3.2522], [-5.5391, 1.6232, 1.3221], [-5.1790, -0.2188, 2.8711], [-3.4980, 0.2162, -0.5929], [-2.7221, -0.8424, 0.4221], [3.5417, -4.1898, -1.3963], [4.6329, -3.8182, -0.4171], [5.5608, -4.8917, -0.5689], [5.3800, -5.4393, -1.8003], [6.0998, -6.2351, -2.2981], [4.2561, -4.9391, -2.3806], [3.0614, -3.3257, -1.8465], [2.7797, -4.8312, -0.9472], [5.1301, -2.8819, -0.6823], [4.2834, -3.7571, 0.6113], [-4.5089, -5.0494, 2.0435], [-5.0994, -4.0392, 3.0009], [-6.2838, -4.7037, 3.4512], [-6.1088, -6.0403, 3.2912], [-6.8346, -6.8734, 3.7182], [-4.9835, -6.2896, 2.5712], [-3.4215, -5.0358, 2.0225], [-4.8876, -4.9305, 1.0261], [-4.4518, -3.8520, 3.8609], [-5.3406, -3.0942, 2.5255]],
  "lowdin_charge": [0.125, -0.137, -0.205, -0.148, -0.127, -0.021, -0.034, -0.476, 0.105, 0.113, -0.233, -0.042, -0.161, -0.167, -0.182, -0.135, 0.131, 0.419, -0.235, -0.091, -0.083, 0.044, -0.061, -0.139, -0.030, -0.082, -0.133, -0.178, -0.203, 0.010, -0.533, 0.165, 0.118, 0.034, 0.102, 0.118, 0.089, 0.096, 0.130, 0.113, 0.119, 0.122, 0.137, 0.127, 0.094, 0.110, 0.096, 0.123, 0.126, 0.040, 0.104, 0.100, 0.109, 0.133, 0.127, 0.116, 0.109, 0.136, 0.115, 0.113, 0.081, 0.114, 0.119, 0.109, 0.118, 0.065, 0.064, 0.073, -0.126, -0.124, 0.062, -0.562, 0.184, 0.055, 0.098, 0.136, 0.131, 0.129, -0.126, -0.134, 0.057, -0.568, 0.175, 0.057, 0.127, 0.132, 0.131, 0.090],
  "total_charge": 1,
  "mol_weight_g_mol": 665.633,
  "gap_ev": 8.168,
  "lumo_ev": -3.936,
  "largest_force_ev_per_a": 2.19,
  "spin_multiplicity": 1
}

Entry 2:
{
  "formula": "C26H43N9O3PdS",
  "method": "ωB97M-V/def2-TZVPD",
  "symbols": ["Pd", "N", "C", "C", "C", "C", "N", "C", "N", "N", "C", "O", "O", "H", "H", "H", "H", "H", "H", "H", "H", "H", "H", "H", "H", "H", "H", "C", "C", "C", "C", "C", "C", "C", "S", "C", "O", "H", "H", "H", "H", "H", "H", "H", "H", "H", "H", "N", "C", "C", "C", "C", "C", "N", "H", "H", "H", "H", "H", "H", "C", "C", "N", "C", "N", "C", "C", "C", "N", "C", "H", "H", "H", "H", "H", "H", "H", "H", "H", "H", "H", "H", "H"],
  "xyz": [[-0.2124, 0.0140, -0.3535], [2.6546, 0.4297, -1.6533], [2.6151, 1.7922, -1.0964], [4.0091, 2.3676, -0.9756], [4.9882, 1.4605, -0.2339], [4.5764, 1.1112, 1.2013], [3.4233, 0.2140, 1.3219], [3.3907, -1.0381, 0.8887], [4.5301, -1.6855, 0.6093], [2.2204, -1.6678, 0.8353], [1.6169, 2.6870, -1.8722], [2.0440, 3.6879, -2.4494], [0.4223, 2.2482, -1.8157], [3.0364, 0.5022, -2.5955], [1.6718, 0.1539, -1.7775], [2.1639, 1.7121, -0.1032], [3.9368, 3.3382, -0.4786], [4.4020, 2.5786, -1.9739], [5.9605, 1.9585, -0.1779], [5.1362, 0.5406, -0.8039], [4.3117, 2.0209, 1.7385], [5.4152, 0.6681, 1.7464], [2.5113, 0.6398, 1.4351], [5.4141, -1.2156, 0.6567], [4.4943, -2.5958, 0.1915], [1.4082, -1.0408, 0.6667], [2.1595, -2.5428, 0.3404], [-3.4796, 5.4111, 1.5019], [-3.3399, 4.0097, 0.9649], [-3.7277, 2.9114, 1.7247], [-3.6019, 1.6192, 1.2299], [-3.0661, 1.4329, -0.0282], [-2.6409, 2.5075, -0.8004], [-2.7969, 3.7903, -0.3019], [-2.9050, -0.2229, -0.7018], [-4.4237, -0.0998, -1.6979], [-3.2595, -1.1946, 0.3740], [-3.9863, 5.4165, 2.4663], [-4.0475, 6.0399, 0.8147], [-2.5033, 5.8849, 1.6330], [-4.1295, 3.0655, 2.7195], [-3.8895, 0.7534, 1.8156], [-2.1316, 2.3502, -1.7453], [-2.4592, 4.6298, -0.9006], [-5.2642, 0.1000, -1.0336], [-4.5569, -1.0539, -2.2064], [-4.2988, 0.7023, -2.4243], [0.1921, 2.9212, 0.9522], [-0.1756, 2.1070, 1.9679], [-0.4934, 2.6174, 3.2433], [-0.8442, 1.7524, 4.2444], [-0.8548, 0.3797, 3.9880], [-0.5028, -0.0462, 2.7290], [-0.1742, 0.7828, 1.7187], [-0.1081, 3.8800, 1.0228], [0.1568, 2.5332, -0.0080], [-0.4749, 3.6883, 3.4011], [-1.1075, 2.1311, 5.2241], [-1.1207, -0.3400, 4.7488], [-0.4707, -1.1039, 2.5000], [-1.1963, -5.3310, 0.4196], [-1.6559, -3.9595, 0.8713], [-0.7417, -2.9602, 0.3352], [-0.3851, -2.9983, -1.0017], [-0.0660, -1.8770, -1.5654], [0.3087, -1.8706, -2.9737], [0.8954, -3.1957, -3.4284], [-0.0487, -4.3048, -3.0242], [-0.2973, -4.2463, -1.5928], [-1.1195, -5.3427, -1.0920], [-1.8906, -6.1020, 0.7555], [-0.2116, -5.5469, 0.8417], [-1.6422, -3.8840, 1.9584], [-2.6830, -3.7675, 0.5434], [-1.0242, -1.9969, 0.5275], [1.0253, -1.0704, -3.1483], [-0.5730, -1.6260, -3.5765], [1.8681, -3.3525, -2.9523], [1.0477, -3.2040, -4.5087], [0.3734, -5.2869, -3.2489], [-0.9917, -4.2174, -3.5824], [-0.6747, -6.2738, -1.4491], [-2.1318, -5.2811, -1.5161]],
  "lowdin_charge": [0.336, 0.059, -0.350, -0.160, -0.193, -0.156, 0.090, -0.465, 0.209, 0.190, -0.669, 0.004, -0.123, 0.089, 0.012, 0.085, 0.123, 0.120, 0.111, 0.091, 0.129, 0.112, 0.121, 0.103, 0.119, 0.034, 0.104, -0.052, -0.282, -0.046, -0.071, -0.413, -0.092, -0.043, 0.850, -0.228, -0.534, 0.072, 0.080, 0.076, 0.111, 0.110, 0.106, 0.123, 0.059, 0.044, 0.052, 0.163, -0.386, -0.031, -0.082, -0.084, -0.145, 0.011, 0.104, 0.046, 0.110, 0.106, 0.097, 0.092, -0.168, -0.196, 0.045, -0.387, -0.007, -0.216, -0.166, -0.174, -0.051, -0.169, 0.115, 0.116, 0.118, 0.112, 0.041, 0.088, 0.120, 0.115, 0.115, 0.120, 0.130, 0.120, 0.130],
  "mol_weight_g_mol": 668.177,
  "gap_ev": 6.366,
  "lumo_ev": 0.228,
  "largest_force_ev_per_a": 0.50,
  "spin_multiplicity": 1,
  "relative_energy_kcal_mol": 0.0
}